Entry 1:
This record from the OMol25 dataset describes a cluster of 2 separate species, C5H8O2 in total. The level of theory is ωB97M-V with the def2-TZVPD basis set.

Its molecular weight is 100.12 u. The SMILES is O=C1C[C@@H]2C[C@H]12.O. Its orbital gap is 9.83 eV. Its total charge is 0. Its total energy is -9406.073 eV. The energy above the lowest of the compared OMol25 structures with the same formula, charge and spin comes out at 86.68 kcal/mol. Its max |F| is 1.487 eV/A.

Positions of all 15 atoms, in Å:
O  -0.31028  -2.29753  1.66787
C  -0.29430  -1.43324  0.82494
C  0.24320  -1.41321  -0.61040
C  -0.54872  -0.13303  -0.84035
C  0.16165  1.01263  -0.37005
C  -0.94184  -0.09248  0.64093
H  1.33026  -1.31079  -0.68693
H  -0.11784  -2.22239  -1.23491
H  -1.30317  0.00500  -1.59859
H  -0.08191  2.01603  -0.75307
H  1.21601  0.96652  -0.08955
H  -1.91076  0.17294  1.08998
O  -0.01212  2.28375  1.62264
H  -0.85216  2.67811  1.36332
H  -0.24172  1.33749  1.68241

Cartesian forces (eV/Å) of the 6 atoms listed first:
O -0.172 0.809 -0.416
C 0.321 0.062 0.003
C 0.111 -0.403 -0.346
C 0.052 -0.323 -0.858
C -0.251 -0.694 0.028
C 0.193 0.431 -0.280

=====

Entry 2:
This record from the OMol25 dataset describes an isolated molecule of C5H8O2. The level of theory is ωB97M-V with the def2-TZVPD basis set.

Its molecular weight is 100.12 u. The SMILES is C=C(O)O/C=C\C. Its orbital gap is 9.37 eV. Its total charge is 0. Its total energy is -9406.850 eV. The energy above the lowest of the compared OMol25 structures with the same formula, charge and spin comes out at 68.77 kcal/mol. Its max |F| is 3.256 eV/A.

Positions of all 15 atoms, in Å:
C  -2.45403  -0.30914  -0.67488
C  -1.44607  -0.24522  0.18960
O  -0.88757  0.97093  0.65729
O  -0.66938  -1.20535  0.64255
C  0.57238  -0.47193  1.30774
C  1.65447  -0.13272  0.63475
C  1.73025  0.21094  -0.81957
H  -2.98050  0.57630  -0.98395
H  -2.83438  -1.26817  -0.97540
H  -1.04936  1.68316  0.02650
H  0.50304  -0.61930  2.37395
H  2.57249  -0.07005  1.20769
H  1.98846  1.26283  -0.95910
H  2.51360  -0.38699  -1.29679
H  0.78661  0.00470  -1.33037

Cartesian forces (eV/Å) of the 6 atoms listed first:
C -0.149 -0.319 0.393
C 0.617 2.368 -0.546
O -1.822 -0.132 -0.819
O 2.426 1.556 1.516
C -0.383 -3.150 -0.534
C -0.313 -0.099 -0.061

=====

Entry 3:
This record from the OMol25 dataset describes an isolated molecule of C5H8O2. The level of theory is ωB97M-V with the def2-TZVPD basis set.

Its molecular weight is 100.12 u. Its orbital gap is 9.23 eV. Its total charge is 0. Its total energy is -9404.515 eV. The energy above the lowest of the compared OMol25 structures with the same formula, charge and spin comes out at 122.63 kcal/mol. Its max |F| is 0.421 eV/A.

Positions of all 15 atoms, in Å:
O  2.42521  0.79332  0.77449
C  1.67980  0.16148  -0.23900
C  0.47875  -0.54953  0.35642
O  -0.35828  0.36949  1.09982
C  -1.54933  -0.03241  0.47241
C  -1.36455  0.11013  -1.00630
C  -0.56475  -1.12434  -0.63938
H  1.81253  1.35974  1.26243
H  1.36263  0.88096  -1.00745
H  2.34244  -0.56747  -0.71321
H  0.83241  -1.30994  1.06257
H  -2.47878  0.22051  0.98089
H  -0.84715  1.02817  -1.27973
H  -2.23781  -0.09315  -1.62470
H  -1.53312  -1.24695  0.50075

Cartesian forces (eV/Å) of the 6 atoms listed first:
O -0.053 0.181 0.201
C -0.088 -0.184 -0.343
C 0.246 -0.146 -0.068
O -0.024 0.089 0.105
C -0.336 0.243 0.071
C -0.041 0.044 -0.093

=====

Entry 4:
This record from the OMol25 dataset describes an isolated molecule of C5H8O2. The level of theory is ωB97M-V with the def2-TZVPD basis set.

Its molecular weight is 100.12 u. The SMILES is O[C@H]1C[C@]2(CO2)C1. Its orbital gap is 10.93 eV. Its total charge is 0. Its total energy is -9407.567 eV. The energy above the lowest of the compared OMol25 structures with the same formula, charge and spin comes out at 52.24 kcal/mol. Its max |F| is 0.320 eV/A.

Positions of all 15 atoms, in Å:
O  0.07722  0.22803  2.58093
C  -0.18269  0.38463  1.21618
C  -0.87840  -0.72088  0.36101
C  0.05108  -0.26254  -0.75623
C  -0.28213  0.28556  -2.06484
O  0.39797  -0.96380  -1.91979
C  1.01560  0.34250  0.24442
H  0.85037  -0.34294  2.67109
H  -0.78099  1.29058  1.11002
H  -0.62305  -1.72580  0.71388
H  -1.95731  -0.65605  0.18939
H  -1.30065  0.22782  -2.44637
H  0.32325  1.09885  -2.46795
H  1.71830  -0.43563  0.57494
H  1.57143  1.24967  -0.00666

Cartesian forces (eV/Å) of the 6 atoms listed first:
O 0.060 -0.275 0.113
C -0.125 0.070 -0.284
C -0.081 -0.070 0.014
C -0.044 0.108 0.089
C -0.156 0.256 -0.113
O 0.112 -0.224 -0.086